[1]
# C4H3ClFNO

The molecule C4H3ClFNO (ωB97M-V with the def2-TZVPD basis set, the OMol25 dataset).

Values from the calculation:
E_LUMO, eV: 0.33
HOMO energy, eV: -10.647
Electronic energy, eV: -22971.3189
Energy above the lowest of the compared OMol25 structures with the same formula, charge and spin, kcal per mole: 49.7
Orbital gap, eV: 10.98
Largest force on an atom, eV/Å: 6.55
Net charge: 0

Last column: Mulliken charge in e.
Element x y z (Å)
N 3.0806 0.0712 0.2075  -0.43
C 1.8788 -0.0135 0.2937  0.15
C 0.4016 -0.3937 0.5375  0.26
O 0.1343 -0.4930 1.9073  -0.50
C -0.4597 0.4307 -0.3684  0.17
Cl -0.7487 2.1089 0.0830  -0.19
C -1.2536 -0.0137 -1.2974  -0.23
F -1.0188 -1.3044 -1.6886  -0.24
H 0.3064 -1.4582 0.2025  0.21
H -0.3341 0.5501 2.0838  0.44
H -1.9867 0.5156 -1.9608  0.36

[2]
# C3H3N3O3

The molecule C3H3N3O3 (ωB97M-V with the def2-TZVPD basis set, the OMol25 dataset).

Values from the calculation:
E_LUMO (alpha / beta), eV: 0.17 / -2.89
HOMO energy (alpha / beta), eV: -5.260 / -8.614
Electronic energy, eV: -13761.6794
Energy above the lowest of the compared OMol25 structures with the same formula, charge and spin, kcal per mole: 31.4
Orbital gap (alpha / beta), eV: 5.43 / 5.73
Largest force on an atom, eV/Å: 3.98
Net charge: 0
Spin multiplicity: 3

Last column: Mulliken charge in e.
Element x y z (Å)
C -0.6312 -0.9476 0.8616  -0.32
C -0.5683 0.3545 0.9256  -0.08
C 1.4407 -0.8073 -1.7145  0.54
N -0.0065 -1.8078 -0.0300  0.06
N 1.0701 -1.4711 -0.7912  -0.32
N -0.3467 1.5741 0.7025  0.63
O -1.2268 2.1656 -0.2558  -0.46
O 2.0574 -0.2733 -2.5365  -0.37
O 0.4233 2.3497 1.2579  -0.69
H -1.2733 -1.4894 1.5463  0.35
H 0.0877 -2.7640 0.2916  0.33
H -1.0263 3.1167 -0.2575  0.33